[1]
C15H44BF4O19S4 | ωB97M-V with the def2-TZVPD basis set

Structure (XYZ):
```
87
Properties=species:S:1:pos:R:3:mulliken_charge:R:1
B -1.462 -0.800 -0.002 0.34
F -1.577 -0.138 -1.227 0.25
F -0.641 -0.019 0.839 -0.74
F -2.690 -1.046 0.634 -0.10
F -0.736 -2.000 -0.185 0.07
O 1.865 -3.088 1.774 -0.75
S 2.806 -3.481 0.741 1.05
O 4.175 -3.772 1.055 -0.66
O 2.123 -4.738 0.031 -0.36
C 0.735 -4.700 -0.285 1.71
C 0.565 -5.727 -1.412 -1.48
C 2.791 -2.319 -0.693 -0.32
H 0.373 -3.688 -0.485 -1.24
H 0.156 -4.912 0.618 0.27
H 0.947 -5.411 -2.384 0.38
H -0.463 -5.965 -1.697 0.41
H 1.019 -6.657 -1.075 0.37
H 3.354 -2.823 -1.476 0.46
H 3.409 -1.469 -0.405 0.37
H 1.772 -2.011 -0.905 -0.38
O 2.271 5.088 -2.393 -0.67
S 1.180 5.024 -1.465 1.22
O 1.310 5.634 -0.166 -0.64
O -0.174 5.609 -2.167 -0.33
C -1.135 6.207 -1.276 -0.03
C -0.906 7.671 -0.960 -1.29
C 0.667 3.282 -1.305 -0.45
H -1.291 5.597 -0.386 0.14
H -2.080 6.143 -1.818 0.42
H -1.592 7.922 -0.144 0.36
H -0.980 8.363 -1.793 0.31
H 0.030 7.809 -0.413 0.36
H 0.290 2.878 -2.242 0.36
H -0.076 3.180 -0.519 -0.28
H 1.549 2.688 -1.064 0.57
O 4.795 1.584 3.086 -0.65
S 4.445 0.201 2.962 1.07
O 4.727 -0.468 1.709 -0.53
O 5.142 -0.634 4.179 -0.37
C 5.219 -2.048 4.039 0.57
C 6.703 -2.429 3.827 -1.17
C 2.687 -0.209 3.416 -0.36
H 4.626 -2.478 3.232 -0.44
H 4.826 -2.444 4.977 0.41
H 7.210 -2.652 4.768 0.33
H 7.190 -1.581 3.350 0.30
H 6.837 -3.336 3.236 0.31
H 2.451 0.202 4.394 0.41
H 2.695 -1.297 3.390 0.11
H 1.915 0.095 2.711 0.00
O -2.443 2.964 -1.937 -0.62
S -3.696 3.114 -1.207 1.15
O -4.448 4.342 -1.251 -0.71
O -4.718 1.955 -1.749 -0.41
C -4.217 0.683 -2.089 -0.41
C -4.183 -0.270 -0.904 0.16
C -3.290 2.745 0.497 0.07
H -3.291 0.684 -2.664 0.36
H -5.003 0.261 -2.722 0.35
H -5.152 -0.186 -0.410 0.45
H -3.487 0.060 -0.130 -0.61
H -3.850 -1.234 -1.283 0.19
H -2.922 3.646 0.982 0.51
H -2.528 1.966 0.493 -0.79
H -4.104 2.320 1.082 0.38
O 1.550 0.931 -0.605 -0.72
H 0.736 0.575 -0.214 0.12
H 1.641 0.469 -1.442 0.32
O -3.848 0.088 2.873 -0.68
H -3.326 -0.280 2.142 0.37
H -4.718 -0.307 2.770 0.32
O -1.843 2.384 1.703 -0.65
H -1.690 1.428 1.715 0.29
H -0.968 2.765 1.573 0.34
O -0.771 -2.689 2.510 -0.73
H -0.866 -2.314 1.612 0.16
H 0.169 -2.903 2.625 0.48
C -1.396 -3.015 -2.553 0.54
C -1.398 -1.570 -2.969 0.56
O -2.455 -1.477 -3.915 -0.40
C -2.686 -2.719 -4.409 0.56
O -3.243 -2.944 -5.440 -0.59
O -2.090 -3.639 -3.643 -0.44
H -2.036 -3.214 -1.691 0.23
H -0.419 -3.459 -2.394 -0.20
H -0.485 -1.160 -3.410 0.26
H -1.577 -0.840 -2.176 -0.92
```

Values from the calculation:
Energy ... -4044.6301 a.u.
Relative energy (zero: lowest compared OMol25 entry of this formula, charge and spin) ... 6.030 eV
HOMO level ... -7.25 eV
Total charge ... -1
Frontier orbital gap ... 0.342 Eh


[2]
C46H58F5N9O6P2ReTe | ωB97M-V with the def2-TZVPD basis set

Structure (XYZ):
```
128
Properties=species:S:1:pos:R:3:mulliken_charge:R:1
Re -0.397 0.166 0.239 1.45
N -0.872 2.092 1.313 -0.68
C -2.273 2.512 1.045 -0.56
C -3.015 1.372 0.385 0.25
O -4.054 1.469 -0.187 -0.62
O -2.346 0.203 0.542 -0.63
H -0.789 1.893 2.309 0.24
H -0.234 2.849 1.084 0.16
H -2.311 3.377 0.391 0.33
H -2.779 2.760 1.980 0.33
O -0.770 1.219 -1.484 0.87
P -0.515 1.730 -2.930 -2.72
N -1.909 1.518 -3.749 0.89
C -1.949 1.754 -5.208 -0.35
C -3.435 1.669 -5.541 -0.74
C -4.103 2.227 -4.287 -0.87
C -3.259 1.654 -3.153 0.38
N -0.110 3.311 -2.810 0.13
C 0.813 4.153 -3.617 0.02
C 0.507 5.583 -3.168 -1.00
C -0.038 5.414 -1.755 -0.67
C -0.898 4.169 -1.901 0.24
N 0.692 0.998 -3.765 1.85
C 1.402 1.577 -4.951 -0.49
C 1.875 0.364 -5.745 -0.95
C 2.048 -0.704 -4.674 -0.58
C 0.811 -0.478 -3.824 0.43
H -1.357 1.008 -5.741 -0.02
H -1.558 2.746 -5.461 0.31
H -3.731 0.630 -5.698 0.27
H -3.677 2.230 -6.441 0.45
H -5.150 1.944 -4.195 0.45
H -4.046 3.318 -4.290 0.32
H -3.628 0.678 -2.832 -0.27
H -3.253 2.297 -2.276 0.04
H 0.653 4.036 -4.685 0.26
H 1.848 3.895 -3.391 0.10
H -0.257 6.026 -3.809 0.35
H 1.395 6.210 -3.215 0.45
H -0.611 6.274 -1.414 0.48
H 0.778 5.230 -1.055 0.20
H -1.868 4.431 -2.342 0.47
H -1.074 3.650 -0.963 -1.09
H 2.255 2.166 -4.618 0.37
H 0.754 2.219 -5.543 0.22
H 2.786 0.583 -6.298 0.50
H 1.110 0.051 -6.458 0.29
H 2.955 -0.521 -4.097 0.16
H 2.088 -1.715 -5.077 0.47
H 0.875 -0.900 -2.831 -0.78
H -0.049 -0.915 -4.335 -0.16
C 0.843 -2.792 2.216 -1.62
C 1.261 -1.396 2.472 0.11
N 0.762 -0.271 1.934 2.41
C 1.491 0.784 2.498 -0.52
C 2.372 0.292 3.385 -1.47
N 2.204 -1.078 3.364 0.51
C 3.047 -2.003 4.148 -1.44
N 4.418 -1.716 3.934 0.78
N 5.065 -0.877 4.804 -0.60
N 6.260 -0.711 4.410 -0.53
C 6.450 -1.443 3.246 0.21
C 7.587 -1.584 2.446 -0.76
C 7.471 -2.381 1.332 -0.67
C 6.254 -3.019 1.007 -0.62
C 5.126 -2.885 1.787 -0.53
C 5.264 -2.087 2.927 1.31
H 0.035 -2.805 1.495 -0.44
H 0.488 -3.263 3.135 0.62
H 1.679 -3.372 1.821 0.37
H 1.360 1.810 2.211 0.69
H 3.103 0.768 4.019 0.73
H 2.811 -3.022 3.856 0.70
H 2.835 -1.859 5.205 0.19
H 8.511 -1.084 2.703 0.46
H 8.325 -2.527 0.685 0.41
H 6.208 -3.630 0.116 0.46
H 4.197 -3.375 1.523 0.30
C -0.008 -4.134 -0.878 -0.66
O -0.404 -2.946 -1.588 -0.45
P -1.302 -1.756 -1.051 0.65
O -2.505 -2.539 -0.408 -0.30
C -3.901 -2.143 -0.455 -0.73
O -1.853 -1.128 -2.376 0.43
C -2.477 -1.917 -3.415 -1.22
H 0.391 -4.811 -1.627 0.32
H -0.875 -4.587 -0.400 0.29
H 0.764 -3.903 -0.156 0.12
H -4.435 -2.936 -0.974 0.36
H -4.021 -1.189 -0.962 0.23
H -4.255 -2.058 0.567 0.16
H -2.612 -1.238 -4.253 0.26
H -3.443 -2.285 -3.076 0.37
H -1.835 -2.749 -3.694 0.29
F 1.498 2.695 -0.367 -0.55
C 2.157 1.576 -0.741 0.54
C 1.597 0.332 -0.482 -0.89
C 2.459 -0.733 -0.691 0.89
F 2.052 -1.988 -0.404 -0.23
C 3.736 -0.606 -1.201 0.01
F 4.495 -1.675 -1.416 -0.42
C 4.213 0.656 -1.516 1.06
F 5.418 0.799 -2.038 -0.37
C 3.421 1.762 -1.266 0.36
F 3.886 2.984 -1.512 -0.39
Te -2.465 -1.682 2.873 0.46
C -2.437 -2.971 4.534 0.50
C -1.862 -2.604 5.747 -0.23
C -1.854 -3.501 6.806 -0.67
C -2.409 -4.765 6.652 -0.51
C -2.977 -5.132 5.441 -0.66
C -2.996 -4.235 4.379 -0.46
C -3.020 0.141 3.753 0.34
C -4.351 0.546 3.732 -0.49
C -4.704 1.788 4.250 -0.64
C -3.735 2.627 4.782 -0.65
C -2.404 2.227 4.805 -0.42
C -2.046 0.986 4.289 -0.51
H -1.436 -1.615 5.876 0.35
H -1.412 -3.214 7.751 0.42
H -2.402 -5.462 7.479 0.40
H -3.420 -6.112 5.324 0.41
H -3.460 -4.519 3.443 0.38
H -5.111 -0.101 3.316 0.52
H -5.741 2.097 4.241 0.44
H -4.017 3.590 5.188 0.43
H -1.650 2.872 5.239 0.45
H -1.010 0.664 4.326 0.43
```

Values from the calculation:
Expectation value of S² ... 0.9939
Energy ... -4259.8731 a.u.
Relative energy (zero: lowest compared OMol25 entry of this formula, charge and spin) ... 0.250 eV
Multiplicity ... 2
HOMO level (alpha / beta) ... -12.33 / -12.34 eV
Total charge ... +2
Frontier orbital gap (alpha / beta) ... 0.200 / 0.207 Eh